Entry 1:
Computed, not measured: a structure of composition C29H31BrN4O6STi, with wB97M-V/def2-TZVPD.

Properties
Max |F|: 2.3 eV/A
Total energy: -5615.99887 hartree
Kohn-Sham gap (spin up / spin down): 5.43 / 6.61 eV

Structure (ORCA input):
```
! RIJCOSX wB97M-V def2-TZVPD def2/J DEFGRID3
* xyz -1 2
Br 1.77321 1.71226 -2.01772
Ti 1.62016 1.03094 0.99905
S 1.58614 3.68600 0.97791
O 3.92921 -6.79410 -0.22700
O 3.44801 0.81201 0.93204
O 1.60194 -0.82883 -0.19704
O 4.77178 -4.87616 -0.67192
O 1.00562 -0.82823 1.91418
O -0.08974 1.30096 0.38331
N 1.87216 1.60206 2.89081
N 3.90821 -5.58665 -0.22952
N 0.09494 4.58988 3.01865
N 1.03785 2.57795 3.42573
C -2.52324 -0.12791 1.30470
C -2.10756 1.44338 -5.74471
C 4.03515 0.00065 1.81080
C -2.17136 1.38203 -3.21115
C -4.43595 1.16374 0.40122
C 2.61688 0.93041 3.68043
C 0.87225 3.55399 2.55735
C 5.67692 -1.71032 2.29118
C -0.78953 1.49150 -3.18968
C -2.91663 1.16985 0.58195
C 0.71726 -5.07854 1.67172
C -2.55256 2.37409 1.46300
C -3.85082 0.11992 -4.58073
C 2.71772 -4.91417 0.41424
C -2.82354 1.28568 -1.97959
C 1.36685 -1.44064 0.86896
C 5.30663 -1.70754 3.63679
C -0.11250 1.48185 -1.97923
C 1.52866 -2.93546 0.94018
C 3.64705 0.00384 3.17184
C -2.16839 1.26527 -0.75499
C 5.05845 -0.85499 1.39405
C 1.79480 -5.70228 1.05994
C -0.76640 1.34172 -0.74736
C -3.91843 2.61750 -4.51709
C 0.59945 -3.69608 1.62179
C 2.60900 -3.55016 0.32165
C 4.30751 -0.84303 4.05772
C -2.99485 1.39076 -4.50267
H -0.21219 1.59285 -4.10172
H -3.33269 3.53958 -4.44841
H -4.43573 0.10732 -5.50900
H -2.73569 1.42566 -6.64122
H -3.21657 -0.77204 -4.55965
H -0.02407 -5.67274 2.19154
H -1.50620 2.35774 -5.77494
H -4.77950 0.30057 -0.17986
H -4.50653 2.64800 -5.44315
H 2.51302 1.08513 4.75055
H -1.45826 -0.15820 1.52223
H -4.54912 0.05477 -3.74149
H 5.33881 -0.83191 0.34616
H 6.45187 -2.38658 1.93975
H -4.79402 2.07565 -0.08838
H -2.78758 3.31006 0.94542
H -1.42763 0.58621 -5.79019
H 5.79466 -2.36845 4.34460
H -4.61434 2.59935 -3.67286
H -0.29489 5.18094 2.30705
H -3.90351 1.22245 -1.98376
H -0.21995 -3.18917 2.12002
H -2.77854 -0.99741 0.68715
H 1.92486 -6.77523 1.08038
H -4.90487 1.10819 1.38848
H 4.01393 -0.82151 5.10496
H -0.48552 4.38029 3.81421
H 3.34622 -2.96489 -0.21084
H -1.49206 2.37985 1.71676
H -3.13307 2.33741 2.39382
H -3.07313 -0.20701 2.25154
*
```

***

Entry 2:
Computed, not measured: a structure of composition C31H34Cl2NOP2Pt, with wB97M-V/def2-TZVPD.

Properties
Max |F|: 1.6 eV/A
Total energy: -3053.91702 hartree
Kohn-Sham gap (spin up / spin down): 5.89 / 6.14 eV

Structure (ORCA input):
```
! RIJCOSX wB97M-V def2-TZVPD def2/J DEFGRID3
* xyz 1 1
Pt -0.18886 0.25669 0.02315
Cl 0.41346 -2.50516 -3.47928
Cl -0.46035 -2.39981 -0.68879
P -1.82891 1.14217 -1.42302
P 1.44986 1.92068 -0.37367
O 1.57263 -1.10832 1.20944
N 1.72475 -2.49617 2.96129
C -2.27753 0.09426 -2.82491
C 3.25787 -0.37345 -3.20121
C -0.91262 -0.11030 2.04402
C -5.73057 1.22792 -0.11678
C -4.34252 2.32060 1.51128
C -1.93658 0.35899 -4.14832
C -3.36595 1.41175 -0.49074
C -0.04924 3.11454 -2.45019
C 4.64225 1.56637 -2.88250
C 2.48488 2.54341 0.97149
C 2.12699 3.66688 1.71199
C 3.61472 1.81076 1.33514
C -2.89812 -1.74125 -4.82040
C 4.04048 3.35012 3.12662
C -3.23274 2.08530 0.72398
C 0.80317 3.43381 -1.22023
C 2.90887 4.07005 2.77960
C -2.25340 -0.55715 -5.13725
C -2.89648 -1.11820 -2.50691
C -1.51170 2.84271 -2.09474
C 4.39243 2.22220 2.40084
C -0.34192 -3.39162 -2.14263
C 2.63215 1.30989 -1.60469
C 3.76896 2.04571 -1.92606
C -4.62131 0.98436 -0.90799
C 1.04305 -1.65965 2.16719
C 2.38020 0.10182 -2.24351
C 4.38847 0.36148 -3.52109
C -0.41569 -1.46430 2.52321
C -5.59154 1.88371 1.09486
C -3.22220 -2.01881 -3.50012
H -6.45582 2.05700 1.71784
H -4.24107 2.84457 2.45075
H -6.71055 0.92131 -0.45358
H 0.27038 -4.26252 -1.90847
H -2.15294 2.97037 -2.97185
H -3.12752 -1.33609 -1.47157
H -4.74315 0.46778 -1.84826
H 5.07957 -0.00697 -4.26327
H 5.52989 2.12988 -3.12613
H 3.87913 0.92529 0.77387
H -2.00746 -0.34471 -6.16727
H 0.37367 2.25342 -2.97766
H 1.68819 4.00429 -1.51606
H -0.54216 -1.57575 3.60836
H -1.35444 -3.66978 -2.43953
H -0.49149 0.69641 2.65153
H -3.15538 -2.44411 -5.59832
H 1.49439 -0.46617 -1.97673
H 1.24400 4.23184 1.45363
H 5.27775 1.66617 2.67086
H -1.43364 1.27504 -4.41930
H 3.07280 -1.31671 -3.69441
H -2.00374 -0.05877 2.05217
H -0.98114 -2.27508 2.05074
H -0.00593 3.97041 -3.12945
H -3.74024 -2.93415 -3.25261
H 4.64515 3.66624 3.96370
H 0.22462 4.03685 -0.51741
H 1.30087 -2.94039 3.75745
H 2.63748 4.94943 3.34348
H 2.69721 -2.67627 2.77600
H -1.84695 3.55683 -1.33699
H 3.97290 2.97897 -1.41881
H -2.24963 2.41221 1.04126
*
```

***

Entry 3:
Computed, not measured: an isolated molecule of C2Cl3FO, with wB97M-V/def2-TZVPD.

Properties
Max |F|: 3.0 eV/A
Total energy: -1631.87980 hartree
SMILES string: O=C(F)C(Cl)(Cl)Cl
Kohn-Sham gap: 11.62 eV

Structure (ORCA input):
```
! RIJCOSX wB97M-V def2-TZVPD def2/J DEFGRID3
* xyz 0 1
Cl 0.22714 -1.60829 -1.58154
Cl -0.67435 1.21751 -1.96295
Cl 1.90365 0.59461 -0.64535
F 0.24863 -0.97609 1.28960
O -1.12798 0.73556 0.95664
C 0.26639 0.07927 -0.99415
C -0.32584 -0.00281 0.55214
*
```

***

Entry 4:
Computed, not measured: the ion C5H7N2S with charge +1, with wB97M-V/def2-TZVPD.

Properties
Max |F|: 3.7 eV/A
Total energy: -701.95781 hartree
Kohn-Sham gap (spin up / spin down): 9.00 / 7.14 eV

Structure (ORCA input):
```
! RIJCOSX wB97M-V def2-TZVPD def2/J DEFGRID3
* xyz 1 1
S 0.95133 1.38140 0.13397
N -0.08704 -0.04191 -2.08889
N 0.17455 -0.00003 0.59381
C 0.24298 -1.29009 -1.64996
C -0.03025 2.24181 1.26284
C -0.77549 1.40102 2.03359
C 0.33486 -1.26527 -0.06102
C -0.67090 0.05710 1.62038
H -0.54391 -2.04242 -1.91881
H 0.06282 3.24951 1.49257
H -1.27835 1.75285 2.86610
H -0.31764 -1.94860 0.56763
H 1.28450 -1.79412 0.23166
H -0.49963 0.02917 -2.98680
H 1.15217 -1.73044 -2.09706
*
```

***

Entry 5:
Computed, not measured: a structure of composition C12H30F12MnN2O4P2, with wB97M-V/def2-TZVPD.

Properties
Max |F|: 3.4 eV/A
Total energy: -3918.19628 hartree
Kohn-Sham gap (spin up / spin down): 9.01 / 10.11 eV

Structure (ORCA input):
```
! RIJCOSX wB97M-V def2-TZVPD def2/J DEFGRID3
* xyz 0 6
Mn -0.26453 0.59296 -0.05492
P 3.36994 1.91470 -0.19313
P -2.50820 -2.04960 1.42314
F -2.06293 -0.69934 2.22742
F -1.03991 -2.74010 1.78371
F -3.93314 -1.33489 0.99451
F 4.89779 2.63391 -0.11502
F 2.62729 2.86954 0.96981
F 1.96719 1.05990 -0.34009
F -3.14455 -2.74442 2.75355
F -1.82095 -1.28886 0.14800
F 3.96104 0.92039 -1.31166
F 2.87226 2.88787 -1.42909
F 3.83479 0.91258 1.07481
F -2.97997 -3.37482 0.56124
O -0.07549 2.64824 -0.77863
O -2.20475 1.28450 -0.02035
O 0.28118 0.64318 1.97332
O 1.06191 -4.04663 -0.19291
N 0.82111 -1.31789 0.09292
N -0.78355 0.22731 -2.08266
C -2.27007 0.27068 -2.27115
C 1.66527 -1.37505 1.30884
C -0.12803 3.83759 -0.13446
C 1.29364 -5.42655 -0.11636
C 2.09793 -3.29897 -0.91174
C -0.11516 1.33092 -2.74075
C -2.91835 1.87720 1.06232
C 0.97878 -0.56486 2.46204
C 1.53712 -1.85291 -1.03939
C -2.97406 1.16873 -1.23932
C -0.34209 2.70262 -2.19314
C 0.16718 1.66332 2.96534
H 2.39895 -3.72105 -1.87056
H 1.07762 2.18052 3.26818
H 1.72690 -2.39022 1.70093
H 0.43010 -5.96595 0.27280
H 0.94305 1.11133 -2.59913
H -0.61929 2.40152 2.80840
H -2.42655 1.56691 1.98425
H -0.46853 -0.53412 -2.66669
H 0.48214 4.65752 -0.51327
H 1.33227 -5.80781 -1.13678
H -0.33797 1.15634 3.78747
H -3.99236 1.69173 1.04749
H 1.68575 -0.33009 3.25776
H -2.80445 2.96123 1.06798
H -1.35708 3.05614 -2.37455
H 0.86871 -1.88436 -1.89982
H 2.98460 -3.33522 -0.27882
H -3.25791 2.13742 -1.65063
H -1.18000 4.12283 -0.12397
H 0.17459 -1.10736 2.95912
H -3.93040 0.67313 -1.07222
H 0.14230 -2.04761 0.25674
H 2.69840 -1.09519 1.10287
H -2.67809 -0.73951 -2.23745
H 0.17488 3.57442 0.87900
H 2.33865 -1.16130 -1.29887
H 0.33432 3.42423 -2.65123
H -0.23206 1.15845 -3.81065
H 2.21654 -5.57860 0.44332
H -2.59375 0.49346 -3.28787
*
```

***

Entry 6:
Computed, not measured: an isolated molecule of C5H15N2, with wB97M-V/def2-TZVPD.

Properties
Max |F|: 1.0 eV/A
Total energy: -308.88641 hartree
Kohn-Sham gap (spin up / spin down): 3.79 / 11.23 eV

Structure (ORCA input):
```
! RIJCOSX wB97M-V def2-TZVPD def2/J DEFGRID3
* xyz 0 2
N 0.01482 0.76968 -2.28523
N 0.08198 -0.85883 -0.10180
C -1.20754 0.77096 -1.44682
C 0.53450 -0.55963 1.30824
C 2.01789 -0.26277 1.26029
C -0.25658 0.57477 1.94832
C -1.24890 -0.49461 -0.60277
H 2.53411 -1.04489 0.71059
H -1.55669 -1.34930 -1.22841
H -2.12010 0.76873 -2.04420
H -0.11370 1.52212 1.43964
H -1.25025 1.66941 -0.83772
H 0.07609 0.67595 2.98708
H 0.32685 -1.47622 1.86912
H 2.40942 -0.28756 2.26673
H 0.74276 -0.43935 -0.76602
H -1.31526 0.31356 2.03867
H -0.18291 0.19814 -3.10243
H 0.25011 -1.94100 -0.23204
H -1.97511 -0.45915 0.20278
H 2.25016 0.65740 0.72078
H 0.12903 1.71167 -2.64671
*
```

***

Entry 7:
Computed, not measured: a cluster of 2 separate species, C5H11NO in total, with wB97M-V/def2-TZVPD.

Properties
Max |F|: 2.3 eV/A
Total energy: -326.99611 hartree
Kohn-Sham gap (spin up / spin down): 3.40 / 6.25 eV

Structure (ORCA input):
```
! RIJCOSX wB97M-V def2-TZVPD def2/J DEFGRID3
* xyz -1 2
O 0.40070 1.52984 -1.89678
N 2.87922 -1.87666 0.46403
C 0.60682 -0.95262 0.38626
C -2.69128 1.12900 0.25945
C -0.31873 0.12350 0.66701
C -1.61710 0.04385 0.21867
C 1.98259 -0.79051 0.20337
H 0.39073 1.26793 -2.83806
H -0.31398 0.89424 -1.66222
H -3.06024 1.42646 -0.72198
H 3.84909 -1.58335 0.41961
H 0.37678 -1.96580 0.77567
H -3.41956 0.84334 1.02566
H 2.71009 -2.17675 1.41955
H 0.07886 0.99179 1.19581
H 2.31099 0.00384 -0.46946
H -2.22492 2.03160 0.69358
H -1.94006 -0.93969 -0.14017
*
```

***

Entry 8:
Computed, not measured: a cluster of 4 separate species, C7H23N7O4 in total, with wB97M-V/def2-TZVPD.

Properties
Max |F|: 6.7 eV/A
Total energy: -964.76095 hartree
Kohn-Sham gap (spin up / spin down): 2.11 / 9.24 eV

Structure (ORCA input):
```
! RIJCOSX wB97M-V def2-TZVPD def2/J DEFGRID3
* xyz -1 2
O -14.37372 21.94424 25.16696
O -16.11157 27.37062 20.48598
O -17.40310 24.77765 24.17111
O -19.92548 23.35786 19.79487
N -18.17003 23.34224 22.74272
N -17.87322 25.35490 22.02508
N -14.28937 25.91521 18.73155
N -19.21892 23.72695 17.75447
N -13.17054 23.15693 26.61021
N -20.11204 25.33714 18.80014
N -14.86431 24.04043 25.77330
C -16.04387 24.47214 19.61240
C -15.70231 25.67388 18.72711
C -14.15117 22.96711 25.78574
C -16.41199 27.00409 19.16450
C -17.82352 24.56625 23.07131
C -19.77067 24.11402 18.82657
C -16.74690 28.55767 21.08125
H -14.02374 26.72669 19.27103
H -20.02302 25.70842 17.86509
H -14.90599 24.77550 26.46470
H -17.79167 28.30131 21.25684
H -18.29427 25.14754 21.13076
H -18.89778 22.76952 17.73714
H -12.65286 22.30314 26.76233
H -15.75009 23.92894 25.30100
H -16.02511 25.46314 17.70756
H -16.69582 29.29708 20.28202
H -17.49025 26.91852 19.02983
H -16.13315 28.89663 21.91583
H -20.76033 25.77474 19.43915
H -18.65872 23.20659 21.86928
H -15.97304 27.81431 18.58229
H -17.94976 22.70238 23.49249
H -15.35695 23.63487 19.48899
H -13.18021 23.95075 27.23460
H -15.86469 24.85936 20.61542
H -17.21558 26.11841 22.09339
H -13.95989 25.22519 19.39141
H -18.89812 24.29950 16.98676
H -17.05082 24.14860 19.34881
*
```

***

Entry 9:
Computed, not measured: a structure of composition C48H60N2O2S2SeTeW, with wB97M-V/def2-TZVPD.

Properties
Max |F|: 2.7 eV/A
Total energy: -5657.76171 hartree
Kohn-Sham gap (spin up / spin down): 6.08 / 5.98 eV

Structure (ORCA input):
```
! RIJCOSX wB97M-V def2-TZVPD def2/J DEFGRID3
* xyz 1 2
W 0.87811 0.10098 -0.95442
Te 3.23183 0.88824 0.64823
Se 0.62543 -2.33624 0.22876
S 4.21336 -1.26476 -1.59528
S 6.30233 1.46854 -0.58438
O -0.99675 -0.23125 -1.31913
O 0.07973 0.50944 0.75895
N 0.81822 -1.21123 -2.80258
N 1.15454 1.45295 -2.45387
C 2.56957 -3.06575 5.44492
C 7.05301 2.94783 -0.30330
C 2.90203 3.18099 -2.75497
C 6.16022 3.90002 0.11742
C -1.46601 3.68167 -2.35515
C -3.08127 -1.38714 -1.46768
C -4.22884 -5.20862 1.05842
C -0.03124 -2.37575 -4.58218
C 1.61461 2.82177 -2.28902
C 0.80472 0.99409 -3.66575
C 0.05956 -1.09558 -4.96579
C 1.06373 -1.41681 4.33032
C -3.26785 -3.69352 -0.60133
C -3.95804 0.89980 -1.08434
C 2.68255 5.43111 -1.81609
C 0.22221 2.12546 3.28925
C 0.67934 -1.45881 1.96895
C 1.48135 2.79699 3.88295
C 0.41881 -0.07191 1.94564
C 1.42983 5.05838 -1.37379
C 3.39532 4.45318 -2.49592
C 0.58554 -0.34410 -3.87094
C 0.50290 0.64746 3.12803
C 1.33155 -2.18275 5.60975
C -2.96826 0.23083 -3.37231
C 0.84586 -0.05435 4.28988
C 0.87558 3.78149 -1.58306
C -1.75223 -1.32225 -1.00405
C -5.18836 -0.53301 -2.66904
C 3.78273 2.25653 -3.53531
C -3.16422 -6.17186 -0.99507
C 4.76286 2.07432 -0.09373
C 0.09868 -3.03311 5.91635
C -5.33193 -5.08239 -1.14689
C -1.23944 -2.40813 -0.26964
C 2.96046 -0.50344 -0.99676
C -0.12090 2.84941 2.00898
C -0.97208 2.33909 4.24817
C -3.77585 -2.58163 -1.27114
C 4.86895 3.37550 0.25499
C 1.62656 -1.27673 6.81639
C -3.78336 -0.20059 -2.15789
C 0.44698 -2.41581 -3.22123
C -1.98255 -3.57901 -0.07682
C 0.95839 -2.14658 3.14113
C -3.99166 -5.00774 -0.43879
C 3.65007 2.51436 -5.04539
C -0.53366 3.54751 -1.14689
H 1.09273 -3.21598 3.14598
H -5.23571 -4.91598 -2.21470
H -3.01549 -6.04791 -2.06062
H -1.98546 0.59682 -3.09373
H 0.57145 -3.30134 -2.62756
H -2.50853 3.47075 -2.08700
H -0.43891 3.88678 2.23949
H 0.76339 2.92463 1.35085
H 1.29618 3.83189 4.13016
H -2.77998 -0.64492 -4.00610
H -5.12701 -1.24363 -3.50456
H 2.60320 2.44226 -5.39422
H -0.80425 -2.42892 6.03433
H -4.77031 -2.63727 -1.71641
H 4.05705 3.98719 0.60823
H -4.91555 -4.42861 1.40744
H 2.32464 2.78419 3.17545
H 4.41675 4.68245 -2.81250
H -2.15162 -6.20063 -0.53350
H -3.68960 -7.10086 -0.83766
H -4.72186 -6.18311 1.21867
H -5.83692 -0.94434 -1.88558
H -0.74697 1.86234 5.20964
H 0.25628 -3.60556 6.85644
H -1.10099 3.40671 4.44009
H -0.18223 -0.64693 -5.95963
H 1.86821 -1.93597 7.65089
H -0.93278 2.36712 1.46062
H 4.82233 2.37630 -3.22873
H 3.08440 6.41313 -1.58042
H 3.96035 3.53213 -5.31351
H 2.52043 -3.80231 4.63476
H 2.50924 -0.64630 6.60130
H -1.14603 2.93072 -3.10328
H -1.38313 4.64501 -2.84312
H -4.57206 0.50060 -0.29280
H -0.80732 4.28217 -0.38198
H -0.08955 -3.78591 5.14114
H 0.81933 5.73342 -0.82655
H -1.87184 1.87969 3.87563
H 6.38911 4.93720 0.35147
H -4.40557 1.81756 -1.49090
H 2.75015 -3.63156 6.36374
H -5.68586 0.36871 -3.04715
H 3.45967 -2.45009 5.22472
H -0.35884 -3.24875 -5.15325
H -6.03967 -4.32206 -0.75166
H 0.66738 1.72356 -4.48129
H -3.47660 0.98760 -3.96402
H -5.75554 -6.07928 -1.01261
H 4.26716 1.83228 -5.65812
H -1.49597 -4.38175 0.47926
H -3.30817 -5.17728 1.64566
H 0.77335 -0.65400 7.06945
H -2.99116 1.18409 -0.65392
H 1.86096 2.31620 4.79267
H 0.91587 0.48315 5.23228
H 8.09844 3.02536 -0.53044
H -0.64299 2.56258 -0.68391
H 3.52337 1.21955 -3.33657
*
```

***

> What is the total energy in the second record?

-3053.91702 hartree

***

> What is the total energy in the sixth record?

-308.88641 hartree

***

> What is the formula in the third record?

C2Cl3FO

***

> max |F| of number 7 (C5H11NO)?

2.3 eV/A